Density functional theory data (the ωB97M-V functional and the def2-TZVPD basis) for a cluster of 4 separate species, CH10NO4 in total in a non-equilibrium geometry.

Summary:
**LUMO level**: 0.1495 Eh
**Charge**: -1
**HOMO level**: -4.13 eV
**Total energy**: -399.85059 Eh
**ΔE to the lowest compared entry with this formula, charge and spin**: 0.401 eV
**Frontier orbital gap**: 8.2 eV

Each line ends with the Mulliken charge.
Positions of all 16 atoms, in Å:
N -0.878 -0.044 -1.881  -0.627
C 0.267 -0.681 -1.294  -0.428
O 0.187 -0.869 0.080  -0.967
H -1.670 -0.581 -1.593  0.257
H -0.975 0.934 -1.664  0.257
H 0.484 -1.646 -1.805  0.274
H 1.188 -0.102 -1.508  0.306
H 2.320 0.531 1.539  0.274
H 0.962 -0.186 1.243  0.385
O 1.402 0.598 1.757  -0.770
H 0.064 3.297 1.580  0.281
H 0.810 2.141 0.933  0.430
O 0.650 3.097 0.866  -0.679
H -0.955 -1.963 0.120  0.482
H -1.972 -2.134 1.280  0.259
O -1.884 -2.391 0.346  -0.733